A 2-piece molecular cluster, C2H9N3O overall. Source: OMol25; level of theory: the ωB97M-V functional and the def2-TZVPD basis.

Geometry as XYZ:
```
15
C2H9N3O (the ωB97M-V functional and the def2-TZVPD basis)
C -1.866 0.160 0.353
N -0.982 -0.763 1.032
O -0.722 -1.889 0.270
H -0.073 -1.663 -0.500
H -0.088 -0.319 1.285
H -1.478 0.509 -0.616
H -2.815 -0.349 0.181
H -2.032 1.013 1.009
C 1.283 1.258 -0.551
N 1.566 0.056 0.186
N 1.590 -0.983 -0.528
H 1.917 -1.776 0.038
H 0.540 1.845 -0.011
H 2.206 1.837 -0.573
H 0.954 1.064 -1.575
```

ΔE to the lowest compared entry with this formula, charge and spin = 99.6 kcal per mole
M = 91.11 g mol⁻¹
max |F| = 2.08 eV Å⁻¹
SMILES = [H]/N=N/C.CNO
calculated total energy = -8734.120 eV
HOMO-LUMO gap = 9.286 eV

Here are the natural (NBO) charges for atoms 1 to 8, given in e: atom 1 (C): -0.44, atom 2 (N): -0.31, atom 3 (O): -0.57, atom 4 (H): 0.44, atom 5 (H): 0.34, atom 6 (H): 0.16, atom 7 (H): 0.21, atom 8 (H): 0.20

---

One molecule with the formula C2H9N3O. Source: OMol25; level of theory: the ωB97M-V functional and the def2-TZVPD basis.

Geometry as XYZ:
```
15
C2H9N3O (the ωB97M-V functional and the def2-TZVPD basis)
C 1.633 0.371 0.097
C -1.302 -1.526 0.712
N 0.387 1.128 -0.103
N -0.644 0.424 -0.735
N -1.020 -0.103 0.647
O 0.802 1.891 -1.566
H 0.355 2.742 -1.449
H -0.260 -0.317 -1.332
H -1.732 0.493 1.059
H 2.460 1.082 0.090
H 1.822 -0.361 -0.696
H 1.623 -0.115 1.076
H -0.476 -2.099 0.285
H -2.217 -1.770 0.162
H -1.430 -1.840 1.753
```

ΔE to the lowest compared entry with this formula, charge and spin = 132.9 kcal per mole
M = 91.11 g mol⁻¹
max |F| = 5.92 eV Å⁻¹
SMILES = CNNN(C)O
calculated total energy = -8732.679 eV
HOMO-LUMO gap = 9.537 eV

Here are the natural (NBO) charges for atoms 1 to 8, given in e: atom 1 (C): -0.46, atom 2 (C): -0.43, atom 3 (N): 0.03, atom 4 (N): -0.30, atom 5 (N): -0.49, atom 6 (O): -0.71, atom 7 (H): 0.46, atom 8 (H): 0.33

---

A 2-piece molecular cluster, C2H9N3O overall. Source: OMol25; level of theory: the ωB97M-V functional and the def2-TZVPD basis.

Geometry as XYZ:
```
15
C2H9N3O (the ωB97M-V functional and the def2-TZVPD basis)
C -1.304 2.358 1.038
O -0.043 1.746 1.345
H -1.519 2.537 -0.017
H -2.129 1.758 1.453
H -1.325 3.325 1.543
N 1.768 -1.172 -1.300
C 0.513 -1.216 -0.553
N 0.298 -2.517 -0.077
N -0.119 -0.118 -0.507
H 1.567 -1.487 -2.235
H 2.216 -0.295 -1.093
H 0.891 -3.143 -0.600
H 0.369 -2.756 0.898
H -1.140 -0.110 -0.481
H -0.041 1.090 0.587
```

ΔE to the lowest compared entry with this formula, charge and spin = 52.2 kcal per mole
M = 91.11 g mol⁻¹
max |F| = 2.17 eV Å⁻¹
SMILES = N=C(N)N.CO
calculated total energy = -8736.176 eV
HOMO-LUMO gap = 10.077 eV

Here are the natural (NBO) charges for atoms 1 to 8, given in e: atom 1 (C): -0.27, atom 2 (O): -0.75, atom 3 (H): 0.16, atom 4 (H): 0.15, atom 5 (H): 0.18, atom 6 (N): -0.92, atom 7 (C): 0.64, atom 8 (N): -0.85

---

A 2-piece molecular cluster, C2H9N3O overall. Source: OMol25; level of theory: the ωB97M-V functional and the def2-TZVPD basis.

Geometry as XYZ:
```
15
C2H9N3O (the ωB97M-V functional and the def2-TZVPD basis)
N -2.412 -0.598 1.128
C -1.321 -0.537 0.141
N -1.026 -1.747 -0.603
H -2.125 -1.231 1.870
H -3.250 -1.024 0.746
H -0.446 -0.269 0.734
H -1.538 0.290 -0.531
H -1.887 -2.149 -0.966
H -0.644 -2.444 0.028
C 2.348 1.738 -1.069
N 2.562 1.498 0.248
O 2.628 0.965 -1.956
H 1.872 2.700 -1.309
H 2.508 2.233 0.930
H 2.732 0.576 0.608
```

ΔE to the lowest compared entry with this formula, charge and spin = 17.4 kcal per mole
M = 91.11 g mol⁻¹
max |F| = 0.79 eV Å⁻¹
SMILES = NC=O.NCN
calculated total energy = -8737.684 eV
HOMO-LUMO gap = 9.980 eV

Here are the natural (NBO) charges for atoms 1 to 8, given in e: atom 1 (N): -0.84, atom 2 (C): -0.06, atom 3 (N): -0.83, atom 4 (H): 0.34, atom 5 (H): 0.34, atom 6 (H): 0.17, atom 7 (H): 0.18, atom 8 (H): 0.35